Molecular formula: C37H61MgN8O9
Method: DFT, the ωB97M-V functional and the def2-TZVPD basis

Cartesian coordinates (Å):
Mg (-5.72, -19.26, 23.70)
C (-2.12, -20.08, 24.83)
C (-3.46, -20.00, 24.15)
O (-3.73, -19.03, 23.35)
O (-4.40, -20.80, 24.41)
H (-1.83, -19.09, 25.19)
H (-1.41, -20.51, 24.12)
H (-2.26, -20.69, 25.72)
C (-1.54, -27.32, 26.41)
C (-2.39, -28.14, 27.14)
C (-3.46, -27.59, 27.82)
C (-3.65, -26.22, 27.88)
C (-2.71, -25.39, 27.25)
C (-1.71, -25.95, 26.47)
C (-2.83, -23.93, 27.38)
O (-1.90, -23.17, 27.17)
C (-4.14, -23.37, 27.80)
C (-4.47, -22.05, 27.56)
C (-5.70, -21.50, 27.84)
C (-6.61, -22.36, 28.46)
C (-6.35, -23.69, 28.77)
C (-5.14, -24.21, 28.31)
C (-4.88, -25.66, 28.52)
O (-5.69, -26.38, 29.05)
H (-0.76, -27.75, 25.79)
H (-2.32, -29.22, 27.14)
H (-4.13, -28.23, 28.38)
H (-1.02, -25.31, 25.94)
H (-3.69, -21.42, 27.15)
H (-5.90, -20.47, 27.57)
H (-7.57, -21.97, 28.78)
H (-7.13, -24.21, 29.30)
C (-4.89, -24.71, 24.15)
O (-4.74, -25.85, 23.74)
N (-4.40, -23.62, 23.48)
N (-5.64, -24.45, 25.26)
H (-4.43, -22.69, 23.88)
H (-3.67, -23.96, 22.88)
H (-5.88, -23.50, 25.48)
H (-6.15, -25.24, 25.62)
C (-7.96, -21.16, 24.86)
O (-7.15, -20.32, 24.41)
N (-8.48, -21.17, 26.09)
N (-8.17, -22.29, 24.15)
H (-8.54, -20.33, 26.65)
H (-9.01, -21.95, 26.45)
H (-8.83, -22.99, 24.46)
H (-8.04, -22.24, 23.15)
C (-0.90, -18.91, 20.20)
O (-0.53, -18.43, 19.15)
N (-0.32, -19.98, 20.81)
N (-2.02, -18.45, 20.85)
H (-0.69, -20.56, 21.53)
H (0.56, -20.24, 20.38)
H (-2.48, -17.68, 20.41)
H (-2.15, -18.59, 21.84)
C (-0.25, -16.21, 22.83)
C (0.37, -14.90, 23.37)
C (-0.41, -14.54, 24.65)
C (0.40, -13.55, 25.47)
C (1.71, -14.17, 25.87)
C (2.62, -14.53, 24.68)
N (1.79, -15.15, 23.63)
O (2.51, -15.41, 22.47)
C (3.32, -13.30, 24.12)
C (3.65, -15.54, 25.18)
C (0.22, -13.76, 22.31)
H (-1.02, -16.07, 22.06)
H (-0.60, -16.87, 23.63)
H (0.54, -16.76, 22.31)
H (-1.29, -14.00, 24.31)
H (-0.61, -15.46, 25.20)
H (-0.11, -13.14, 26.34)
H (0.68, -12.74, 24.79)
H (1.63, -15.04, 26.53)
H (2.28, -13.41, 26.43)
H (2.63, -12.56, 23.70)
H (3.89, -12.75, 24.87)
H (3.90, -13.52, 23.22)
H (4.22, -15.16, 26.02)
H (3.10, -16.46, 25.37)
H (4.39, -15.64, 24.38)
H (-0.40, -12.94, 22.65)
H (-0.25, -14.19, 21.43)
H (1.20, -13.47, 21.93)
H (2.80, -16.33, 22.50)
C (3.00, -22.77, 26.71)
C (1.81, -22.29, 25.86)
C (0.82, -21.36, 26.57)
C (1.32, -19.90, 26.59)
C (1.56, -19.47, 25.14)
C (2.67, -20.33, 24.48)
N (2.26, -21.73, 24.57)
O (3.20, -22.55, 23.90)
C (2.63, -19.87, 23.01)
C (4.02, -20.01, 25.12)
C (0.96, -23.52, 25.50)
H (2.65, -23.64, 27.28)
H (3.25, -22.06, 27.50)
H (3.89, -23.09, 26.17)
H (-0.18, -21.40, 26.17)
H (0.84, -21.69, 27.61)
H (2.25, -19.87, 27.14)
H (0.49, -19.36, 27.05)
H (1.83, -18.41, 25.18)
H (0.68, -19.56, 24.50)
H (2.71, -18.79, 22.95)
H (3.34, -20.34, 22.33)
H (1.63, -20.14, 22.66)
H (3.97, -20.40, 26.15)
H (4.74, -20.77, 24.79)
H (4.37, -19.00, 25.03)
H (0.58, -23.96, 26.42)
H (1.46, -24.30, 24.92)
H (0.11, -23.28, 24.86)
H (2.69, -22.79, 23.12)

Output
Lowest unoccupied orbital energy, eV: -5.17
DFT total energy, eV: -75148.3084
Frontier orbital gap, eV: 4.287
F_max, hartree/bohr: 0.0487
Net charge: +1

Mulliken population analysis, charges in e, atoms 1 to 6: atom 1 (Mg): 1.1885, atom 2 (C): 0.7475, atom 3 (C): 0.5982, atom 4 (O): -0.8365, atom 5 (O): -0.9697, atom 6 (H): 0.3315

---

Molecular formula: C37H61NO15
Method: DFT, the ωB97M-V functional and the def2-TZVPD basis

Cartesian coordinates (Å):
C (-1.47, 3.34, -2.22)
C (-2.67, 3.90, -1.52)
C (-3.26, 5.02, -2.47)
C (-4.72, 5.36, -2.09)
C (-5.59, 4.12, -2.06)
C (-5.07, 3.04, -0.96)
N (-3.62, 2.93, -1.11)
O (-3.05, 2.01, -0.30)
C (-5.48, 3.42, 0.45)
C (-5.71, 1.71, -1.28)
C (-2.19, 4.69, -0.26)
H (-0.88, 2.68, -1.59)
H (-0.82, 4.11, -2.65)
H (-1.63, 2.64, -3.04)
H (-2.66, 5.93, -2.45)
H (-3.18, 4.76, -3.52)
H (-5.06, 6.17, -2.74)
H (-4.85, 5.76, -1.09)
H (-5.89, 3.77, -3.04)
H (-6.53, 4.57, -1.74)
H (-6.37, 4.04, 0.57)
H (-5.43, 2.61, 1.17)
H (-4.71, 4.13, 0.75)
H (-5.36, 1.41, -2.27)
H (-5.56, 0.99, -0.48)
H (-6.80, 1.84, -1.28)
H (-1.24, 5.22, -0.36)
H (-1.86, 4.04, 0.55)
H (-2.92, 5.38, 0.18)
H (-3.08, 1.25, -0.88)
O (5.04, 2.56, 2.26)
C (5.44, 3.30, 1.37)
O (6.47, 4.12, 1.51)
C (6.68, 4.91, 0.32)
C (6.05, 4.07, -0.87)
C (4.94, 3.47, -0.05)
H (7.73, 5.01, 0.03)
H (6.16, 5.86, 0.42)
H (6.70, 3.31, -1.32)
H (5.71, 4.69, -1.70)
H (4.44, 2.59, -0.44)
H (4.18, 4.26, -0.03)
O (-2.09, -3.52, -0.34)
C (-0.95, -3.59, 0.11)
O (0.06, -3.93, -0.70)
C (1.25, -4.30, 0.06)
C (0.79, -4.29, 1.51)
C (-0.46, -3.45, 1.57)
H (2.02, -3.54, -0.09)
H (1.56, -5.31, -0.19)
H (1.55, -3.71, 2.04)
H (0.75, -5.27, 1.98)
H (-0.11, -2.46, 1.84)
H (-1.24, -3.64, 2.30)
O (-1.19, 0.13, 7.91)
C (-0.72, -0.57, 7.02)
O (-0.46, -0.05, 5.76)
C (0.04, -1.04, 4.90)
C (-0.35, -2.33, 5.57)
C (-0.55, -2.07, 7.03)
H (1.09, -0.92, 4.63)
H (-0.56, -0.96, 4.00)
H (0.49, -3.02, 5.45)
H (-1.25, -2.70, 5.08)
H (0.35, -2.09, 7.64)
H (-1.37, -2.52, 7.59)
O (1.42, -0.70, 2.19)
C (1.45, -0.12, 1.12)
O (0.90, -0.73, 0.09)
C (0.92, 0.09, -1.09)
C (1.91, 1.23, -0.79)
C (1.99, 1.20, 0.70)
H (-0.10, 0.44, -1.26)
H (1.12, -0.60, -1.91)
H (1.56, 2.19, -1.16)
H (2.90, 1.03, -1.20)
H (1.28, 1.94, 1.05)
H (2.93, 1.43, 1.20)
O (-2.45, -0.28, -1.74)
C (-2.80, -1.10, -2.56)
O (-2.10, -1.12, -3.70)
C (-2.73, -2.00, -4.68)
C (-3.64, -2.90, -3.73)
C (-4.00, -2.01, -2.59)
H (-2.02, -2.53, -5.31)
H (-3.43, -1.43, -5.29)
H (-3.09, -3.75, -3.33)
H (-4.57, -3.15, -4.24)
H (-4.11, -2.53, -1.63)
H (-4.88, -1.39, -2.74)
O (3.68, -1.03, -3.63)
C (2.79, -1.81, -4.02)
O (2.03, -2.57, -3.13)
C (1.03, -3.31, -3.76)
C (1.11, -2.81, -5.23)
C (2.42, -2.04, -5.43)
H (0.04, -3.10, -3.34)
H (1.20, -4.38, -3.67)
H (0.23, -2.23, -5.50)
H (1.28, -3.67, -5.89)
H (2.29, -1.15, -6.04)
H (3.12, -2.68, -5.97)
O (3.38, -6.28, 4.98)
C (3.69, -5.16, 4.78)
O (2.80, -4.21, 4.66)
C (3.25, -2.94, 4.26)
C (4.65, -3.25, 3.79)
C (5.05, -4.48, 4.51)
H (3.16, -2.37, 5.19)
H (2.60, -2.49, 3.52)
H (5.37, -2.44, 3.92)
H (4.54, -3.32, 2.71)
H (5.40, -4.33, 5.52)
H (5.85, -5.02, 4.00)

Output
Lowest unoccupied orbital energy, eV: 0.37
DFT total energy, eV: -71558.4511
SMILES: CC1(C)CCCC(C)(C)N1O.O=C1CCCO1.O=C1CCCO1.O=C1CCCO1.O=C1CCCO1.O=C1CCCO1.O=C1CCCO1.O=C1CCCO1
Frontier orbital gap, eV: 7.883
F_max, hartree/bohr: 0.0827
Net charge: 0

Mulliken population analysis, charges in e, atoms 1 to 6: atom 1 (C): -1.8358, atom 2 (C): 1.5627, atom 3 (C): -1.2169, atom 4 (C): -0.8154, atom 5 (C): -1.0993, atom 6 (C): 1.5743

---

Molecular formula: C37H62Cl6F15N5O15
Method: DFT, the ωB97M-V functional and the def2-TZVPD basis

Cartesian coordinates (Å):
C (7.68, -6.12, 4.64)
O (8.86, -5.90, 4.41)
N (6.74, -5.24, 5.10)
C (5.46, -5.68, 5.54)
C (7.20, -3.88, 5.41)
H (7.25, -7.11, 4.46)
H (5.35, -6.76, 5.53)
H (4.60, -5.20, 5.07)
H (5.46, -5.41, 6.60)
H (8.23, -3.70, 5.11)
H (6.53, -3.17, 4.94)
H (7.16, -3.98, 6.50)
C (-2.16, -1.21, -7.92)
O (-2.48, -0.41, -8.85)
N (-1.35, -2.30, -8.14)
C (-0.83, -2.56, -9.47)
C (-1.05, -3.23, -7.02)
H (-2.47, -1.09, -6.87)
H (-0.96, -3.57, -9.85)
H (0.25, -2.44, -9.54)
H (-1.32, -1.88, -10.18)
H (-1.27, -4.24, -7.36)
H (0.00, -3.11, -6.74)
H (-1.72, -3.12, -6.16)
C (-5.57, -7.02, 3.48)
O (-4.56, -6.51, 3.95)
N (-6.81, -6.43, 3.62)
C (-8.07, -7.21, 3.25)
C (-7.05, -5.14, 4.20)
H (-5.64, -7.98, 2.95)
H (-8.68, -6.52, 2.67)
H (-8.59, -7.32, 4.20)
H (-7.79, -8.19, 2.85)
H (-6.20, -4.51, 3.93)
H (-7.99, -4.71, 3.85)
H (-7.14, -5.21, 5.29)
C (1.90, -1.37, 9.62)
O (1.67, -2.42, 10.25)
N (1.34, -1.19, 8.41)
C (1.65, -0.05, 7.59)
C (0.27, -2.02, 7.80)
H (2.57, -0.55, 9.93)
H (0.79, 0.42, 7.11)
H (2.19, -0.52, 6.76)
H (2.29, 0.68, 8.08)
H (0.39, -2.31, 6.75)
H (0.13, -2.91, 8.42)
H (-0.67, -1.48, 7.86)
C (-12.02, 8.22, -4.01)
O (-13.19, 8.04, -4.43)
N (-11.10, 7.27, -3.86)
C (-11.35, 5.94, -4.33)
C (-9.84, 7.50, -3.19)
H (-11.71, 9.21, -3.66)
H (-10.58, 5.69, -5.06)
H (-12.29, 5.87, -4.89)
H (-11.30, 5.28, -3.47)
H (-9.00, 7.46, -3.88)
H (-9.78, 8.52, -2.82)
H (-9.82, 6.82, -2.33)
C (-0.53, 0.41, -0.09)
C (-1.30, -0.58, 0.75)
O (-2.37, 0.00, 1.54)
C (-3.51, 0.55, 0.94)
O (-3.68, 0.58, -0.26)
C (-4.55, 1.07, 1.92)
F (-5.61, 0.26, 1.84)
F (-4.05, 1.10, 3.18)
F (-4.91, 2.30, 1.54)
H (0.11, 1.03, 0.54)
H (-1.06, 1.08, -0.76)
H (0.21, -0.07, -0.73)
H (-0.54, -0.92, 1.45)
H (-1.71, -1.41, 0.18)
C (-0.24, 14.62, 1.91)
C (-1.62, 14.30, 1.21)
O (-2.05, 12.99, 1.66)
C (-1.55, 11.81, 1.13)
O (-0.76, 11.83, 0.17)
C (-1.93, 10.53, 1.87)
F (-0.83, 9.78, 2.12)
F (-2.61, 10.79, 3.03)
F (-2.79, 9.83, 1.14)
H (-0.48, 14.87, 2.94)
H (0.20, 15.50, 1.45)
H (0.51, 13.83, 1.82)
H (-1.47, 14.37, 0.13)
H (-2.31, 15.10, 1.51)
C (6.96, -1.42, -8.88)
C (6.22, -0.67, -7.75)
O (6.97, -0.87, -6.51)
C (6.90, -2.00, -5.76)
O (6.19, -2.94, -5.97)
C (7.77, -1.96, -4.50)
F (8.26, -3.24, -4.41)
F (8.69, -0.98, -4.61)
F (6.98, -1.77, -3.47)
H (6.53, -1.17, -9.85)
H (7.03, -2.51, -8.81)
H (8.01, -1.12, -8.87)
H (5.20, -1.04, -7.67)
H (6.15, 0.42, -7.83)
C (2.40, -8.68, -0.49)
C (3.61, -9.46, -1.20)
O (3.43, -10.87, -1.13)
C (2.71, -11.47, -2.05)
O (2.25, -10.91, -3.12)
C (2.40, -12.93, -1.80)
F (2.00, -13.50, -2.94)
F (3.43, -13.62, -1.35)
F (1.41, -12.96, -0.91)
H (1.51, -8.77, -1.11)
H (2.58, -7.61, -0.40)
H (2.24, -9.27, 0.41)
H (4.52, -9.20, -0.65)
H (3.82, -9.03, -2.18)
C (10.57, 4.74, -0.63)
C (9.73, 5.99, -0.70)
O (8.73, 5.91, -1.64)
C (7.49, 5.40, -1.37)
O (7.17, 4.55, -0.48)
C (6.45, 5.77, -2.49)
F (6.13, 4.66, -3.04)
F (5.37, 6.32, -1.91)
F (7.05, 6.52, -3.46)
H (9.90, 3.90, -0.48)
H (11.29, 4.78, 0.19)
H (11.12, 4.53, -1.55)
H (10.37, 6.83, -0.97)
H (9.42, 6.35, 0.29)
C (-9.07, -3.82, -2.74)
Cl (-7.36, -4.29, -2.63)
Cl (-10.21, -5.07, -3.44)
Cl (-9.16, -2.42, -3.76)
H (-9.56, -3.42, -1.85)
C (-4.77, 4.57, 10.13)
Cl (-2.99, 4.87, 9.98)
Cl (-5.25, 2.88, 10.22)
Cl (-5.73, 5.36, 8.83)
H (-5.09, 5.06, 11.05)

Output
Lowest unoccupied orbital energy, eV: 0.05
DFT total energy, eV: -193430.4694
SMILES: CCOC(=O)C(F)(F)F.CCOC(=O)C(F)(F)F.CCOC(=O)C(F)(F)F.CCOC(=O)C(F)(F)F.CCOC(=O)C(F)(F)F.ClC(Cl)Cl.ClC(Cl)Cl.CN(C)C=O.CN(C)C=O.CN(C)C=O.CN(C)C=O.CN(C)C=O
Frontier orbital gap, eV: 9.359
F_max, hartree/bohr: 0.1350
Net charge: 0

Mulliken population analysis, charges in e, atoms 1 to 6: atom 1 (C): 0.1560, atom 2 (O): -0.5759, atom 3 (N): 0.0552, atom 4 (C): -0.8166, atom 5 (C): -0.9101, atom 6 (H): 0.2798

---

Molecular formula: C37H64F9N4O12PS
Method: DFT, the ωB97M-V functional and the def2-TZVPD basis

Cartesian coordinates (Å):
C (0.20, 1.32, -0.83)
C (0.97, 0.22, -1.80)
P (2.82, 0.70, -2.14)
C (2.67, 2.52, -2.83)
C (3.88, 0.64, -0.56)
C (3.37, -0.36, 0.68)
C (2.88, -1.84, 0.17)
C (3.70, -3.10, 0.82)
O (3.85, -4.21, 0.05)
O (4.24, -3.17, 2.18)
O (3.84, 2.08, -0.13)
C (5.09, 2.83, -0.47)
O (5.32, 4.15, -0.25)
C (6.17, 1.79, -1.22)
S (6.49, 2.01, -3.05)
O (6.30, 3.55, -3.34)
O (5.51, 1.27, -3.99)
C (8.26, 1.61, -3.58)
F (8.51, 0.20, -3.16)
F (8.27, 1.74, -5.09)
C (9.38, 2.67, -3.04)
F (9.21, 3.10, -1.63)
F (9.45, 3.88, -3.91)
C (10.89, 1.95, -3.11)
F (11.05, 1.10, -4.34)
F (11.13, 1.04, -1.94)
C (12.13, 3.02, -3.13)
F (11.95, 4.20, -2.26)
F (12.34, 3.43, -4.54)
F (13.36, 2.23, -2.75)
C (5.50, 0.41, -0.64)
C (6.11, -1.06, -1.11)
C (5.38, -1.85, -2.35)
C (6.11, -3.33, -2.64)
C (7.36, -3.69, -1.66)
N (8.02, -2.91, -0.57)
C (7.40, -1.58, -0.27)
H (0.11, 2.31, -1.49)
H (-0.92, 0.96, -0.67)
H (0.77, 1.55, 0.16)
H (0.83, -0.89, -1.47)
H (0.43, 0.32, -2.86)
H (2.05, 2.42, -3.82)
H (2.05, 3.16, -2.02)
H (3.73, 3.00, -2.98)
H (4.17, -0.52, 1.51)
H (2.45, 0.19, 1.21)
H (1.74, -1.95, 0.52)
H (2.85, -1.97, -1.01)
H (4.37, -4.16, 2.39)
H (7.15, 1.98, -0.59)
H (5.84, 0.44, 0.50)
H (4.48, -1.49, -2.99)
H (5.73, -4.09, -3.47)
H (7.85, -4.76, -1.86)
H (7.87, -0.91, 0.59)
C (7.53, 0.26, 3.37)
O (6.12, 0.39, 3.32)
C (5.42, -0.63, 4.03)
C (4.76, -0.06, 5.30)
N (5.76, 0.30, 6.31)
C (5.22, 1.10, 7.41)
C (4.63, 2.49, 7.07)
O (5.60, 3.44, 6.63)
C (5.92, 3.35, 5.25)
H (7.97, 0.96, 2.66)
H (7.91, 0.51, 4.37)
H (7.85, -0.75, 3.10)
H (6.07, -1.49, 4.27)
H (4.64, -1.00, 3.37)
H (4.08, -0.81, 5.72)
H (4.17, 0.81, 4.99)
H (6.50, 0.84, 5.86)
H (6.05, 1.26, 8.12)
H (4.46, 0.51, 7.94)
H (4.21, 2.90, 8.00)
H (3.79, 2.43, 6.37)
H (5.07, 3.03, 4.64)
H (6.78, 2.69, 5.10)
H (6.23, 4.35, 4.91)
C (-7.58, -0.05, -1.48)
O (-7.51, -0.48, -0.12)
C (-7.43, -1.90, 0.02)
C (-6.03, -2.32, 0.52)
N (-5.01, -2.12, -0.51)
C (-3.63, -2.23, -0.02)
C (-3.18, -1.21, 1.05)
O (-3.07, 0.13, 0.56)
C (-4.30, 0.85, 0.56)
H (-7.82, 1.01, -1.49)
H (-6.61, -0.18, -1.97)
H (-8.35, -0.60, -2.02)
H (-7.70, -2.43, -0.90)
H (-8.16, -2.18, 0.79)
H (-6.05, -3.37, 0.81)
H (-5.81, -1.72, 1.41)
H (-5.13, -1.19, -0.92)
H (-2.98, -2.12, -0.89)
H (-3.48, -3.24, 0.37)
H (-2.16, -1.49, 1.34)
H (-3.78, -1.25, 1.96)
H (-4.96, 0.56, 1.38)
H (-4.80, 0.73, -0.41)
H (-4.07, 1.92, 0.67)
C (-15.50, -0.02, -3.26)
O (-15.44, -0.45, -1.90)
C (-15.35, -1.87, -1.76)
C (-13.96, -2.29, -1.26)
N (-12.94, -2.09, -2.30)
C (-11.56, -2.20, -1.80)
C (-11.10, -1.18, -0.74)
O (-11.00, 0.16, -1.22)
C (-12.23, 0.88, -1.23)
H (-15.75, 1.04, -3.27)
H (-14.54, -0.15, -3.75)
H (-16.28, -0.57, -3.81)
H (-15.62, -2.40, -2.68)
H (-16.09, -2.15, -0.99)
H (-13.98, -3.34, -0.97)
H (-13.74, -1.69, -0.37)
H (-13.05, -1.16, -2.70)
H (-10.91, -2.09, -2.67)
H (-11.40, -3.21, -1.42)
H (-10.08, -1.46, -0.44)
H (-11.70, -1.22, 0.18)
H (-12.89, 0.59, -0.40)
H (-12.73, 0.76, -2.19)
H (-11.99, 1.95, -1.11)

Output
Lowest unoccupied orbital energy, eV: -1.30
DFT total energy, eV: -114494.1677
SMILES: CCP(C)[C@]1(CCC(=O)O)OC(=O)[C@H](S(=O)(=O)C(F)(F)C(F)(F)C(F)(F)C(F)(F)F)[C@@H]1c1cccnc1.COCCNCCOC.COCCNCCOC.COCCNCCOC
Frontier orbital gap, eV: 6.972
F_max, hartree/bohr: 0.1928
Net charge: 0

Mulliken population analysis, charges in e, atoms 1 to 6: atom 1 (C): -0.6639, atom 2 (C): -0.5576, atom 3 (P): 0.2661, atom 4 (C): -0.9669, atom 5 (C): 0.1925, atom 6 (C): 0.8710